C6H7Cl2F6N3O8ReS2 as an isolated structure. Source: the OMol25 dataset; level of theory: wB97M-V/def2-TZVPD.

```
! wB97M-V def2-TZVPD RIJCOSX def2/J DEFGRID3
* xyz 2 2
Re -1.03 -1.29 -0.29
C -1.18 1.89 3.80
O -1.15 0.53 3.23
C -1.20 0.34 1.98
O -1.18 -0.91 1.59
N -1.33 1.28 1.06
N -1.21 0.84 -0.28
H -1.17 1.73 4.87
H -2.11 2.38 3.49
H -0.29 2.42 3.48
H -1.17 2.27 1.26
H -0.39 1.26 -0.75
H -2.05 1.13 -0.79
F 3.58 -2.47 -0.35
C 3.17 -1.60 0.53
F 2.49 -2.18 1.50
F 4.16 -0.88 1.01
S 1.99 -0.39 -0.28
O 0.83 -1.42 -0.68
O 1.42 0.48 0.71
N 2.73 0.14 -1.48
S 2.04 1.34 -2.36
O 0.60 1.24 -2.19
O 2.63 1.37 -3.64
C 2.55 2.89 -1.42
F 2.92 3.80 -2.28
F 3.53 2.61 -0.58
F 1.49 3.32 -0.73
Cl -2.53 -4.01 -3.25
C -2.78 -3.75 -1.57
Cl -1.13 -3.68 -0.68
C -3.53 -2.44 -1.34
O -4.70 -2.34 -1.42
O -2.72 -1.32 -1.05
H -3.28 -4.58 -1.09
*
```

For the energy relative to the best compared isomer or geometry (same formula, charge and spin), the calculation gives 0.0000 eV. The HOMO-LUMO gap (alpha / beta) is 8.20 / 7.80 eV. Its expectation value of S² is 0.753. The molar mass is 684.37 g mol⁻¹.

***

A 2-piece molecular cluster, C6H4N4 overall at a distorted geometry. Source: the OMol25 dataset; level of theory: wB97M-V/def2-TZVPD.

```
! wB97M-V def2-TZVPD RIJCOSX def2/J DEFGRID3
* xyz 0 1
C 2.07 -1.19 -0.03
C 0.32 1.83 0.88
C -0.02 1.14 -1.41
C 0.72 -1.03 0.06
C -1.69 -1.07 0.38
C 0.84 1.42 -0.34
N 3.22 -1.23 -0.09
N -0.14 2.16 1.88
N -0.72 0.82 -2.26
N -0.36 -1.49 0.26
H -1.76 -0.03 0.72
H -2.19 -1.73 1.09
H -2.17 -1.16 -0.59
H 1.89 1.55 -0.55
*
```

For the energy relative to the best compared isomer or geometry (same formula, charge and spin), the calculation gives 3.4950 eV. The HOMO-LUMO gap (alpha / beta) is 6.72 / 6.94 eV. The molar mass is 132.13 g mol⁻¹.

***

C42H45N2O3PtSb2 as an isolated structure. Source: the OMol25 dataset; level of theory: wB97M-V/def2-TZVPD.

```
! wB97M-V def2-TZVPD RIJCOSX def2/J DEFGRID3
* xyz 1 3
Pt -0.02 -0.85 0.76
O 1.19 -6.90 4.11
C 1.50 -6.83 2.74
C 1.23 -5.43 2.25
C 1.67 -5.01 1.01
C 1.37 -3.73 0.58
N 0.68 -2.86 1.32
C 0.27 -3.25 2.54
C 0.52 -4.53 3.02
C -0.50 -2.27 3.34
C -0.55 -2.33 4.72
C -1.32 -1.41 5.42
C -1.35 -1.41 6.93
O -2.48 -0.77 7.47
C -2.05 -0.48 4.69
C -1.94 -0.48 3.32
N -1.17 -1.34 2.65
H 1.36 -7.80 4.43
H 0.88 -7.52 2.15
H 2.55 -7.08 2.54
H 2.24 -5.67 0.36
H 1.71 -3.39 -0.38
H 0.15 -4.83 3.99
H 0.04 -3.07 5.25
H -0.49 -0.84 7.29
H -1.23 -2.43 7.30
H -3.24 -1.36 7.40
H -2.68 0.24 5.20
H -2.49 0.24 2.72
C -2.82 1.84 -0.02
C -3.40 0.83 -1.03
C -3.08 1.15 -2.49
Sb -0.95 0.91 -2.85
C 1.09 -2.08 -2.46
C -0.22 -2.56 -2.32
C -0.78 -3.34 -3.31
C -0.05 -3.66 -4.45
C 1.24 -3.18 -4.58
C 1.82 -2.39 -3.60
C -0.76 1.89 -4.74
C 0.29 2.79 -4.93
C 0.55 3.31 -6.19
C -0.23 2.92 -7.28
C -1.27 2.02 -7.10
C -1.53 1.50 -5.84
Sb -0.74 1.60 0.52
C 0.29 3.19 -0.46
C -0.35 4.05 -1.35
C 0.34 5.13 -1.88
C 1.66 5.36 -1.53
C 2.30 4.51 -0.64
C 1.61 3.43 -0.09
C -0.84 2.72 2.34
C -1.61 3.89 2.35
C -1.69 4.67 3.49
C -1.01 4.29 4.64
C -0.23 3.14 4.64
C -0.15 2.36 3.49
H -3.32 1.73 0.95
H -2.99 2.86 -0.35
H -4.49 0.83 -0.90
H -3.06 -0.18 -0.78
H -3.38 2.17 -2.75
H -3.60 0.46 -3.15
H -0.76 -2.31 -1.42
H -1.79 -3.70 -3.20
H -0.49 -4.28 -5.23
H 1.82 -3.42 -5.47
H 2.82 -2.01 -3.75
H 0.90 3.10 -4.09
H 1.36 4.01 -6.33
H -0.02 3.31 -8.26
H -1.87 1.71 -7.94
H -2.34 0.79 -5.71
H -1.38 3.88 -1.64
H -0.16 5.80 -2.58
H 2.20 6.20 -1.95
H 3.33 4.68 -0.36
H 2.11 2.78 0.62
H -2.13 4.21 1.45
H -2.28 5.58 3.49
H -1.08 4.89 5.54
H 0.31 2.85 5.53
H 0.47 1.47 3.49
C 3.42 -0.84 0.01
C 2.95 -0.89 -1.43
C 3.09 0.45 -2.13
O 1.55 -1.28 -1.44
H 4.34 -0.26 0.09
H 3.61 -1.84 0.41
H 2.66 -0.36 0.63
H 3.52 -1.65 -1.97
H 2.52 1.21 -1.59
H 2.71 0.40 -3.15
H 4.14 0.75 -2.15
*
```

For the energy relative to the best compared isomer or geometry (same formula, charge and spin), the calculation gives 0.1053 eV. The HOMO-LUMO gap (alpha / beta) is 6.26 / 7.37 eV. Its expectation value of S² is 2.009. The molar mass is 1064.43 g mol⁻¹.

***

C35H63N6NaO2SSb as an isolated structure. Source: the OMol25 dataset; level of theory: wB97M-V/def2-TZVPD.

```
! wB97M-V def2-TZVPD RIJCOSX def2/J DEFGRID3
* xyz -1 1
Na 1.52 0.56 -1.18
C 1.16 -2.60 0.30
N 1.60 -2.01 -0.94
C 0.52 -2.01 -1.93
C 2.82 -2.53 -1.48
C 3.25 -3.82 -1.21
C 4.44 -4.33 -1.73
C 5.20 -3.51 -2.55
C 4.79 -2.21 -2.84
C 3.60 -1.66 -2.31
N 3.20 -0.38 -2.43
C 3.57 0.47 -3.43
C 3.84 0.09 -4.76
C 4.01 1.03 -5.77
C 3.92 2.38 -5.50
C 3.69 2.79 -4.18
C 3.53 1.87 -3.16
N 3.27 2.28 -1.81
C 2.84 3.65 -1.62
C 4.41 1.98 -0.94
H 0.75 -3.62 0.19
H 0.36 -1.98 0.72
H 2.00 -2.65 1.00
H 0.22 -3.04 -2.18
H 0.85 -1.50 -2.84
H -0.35 -1.47 -1.54
H 2.64 -4.46 -0.58
H 4.75 -5.34 -1.50
H 6.13 -3.87 -2.96
H 5.43 -1.58 -3.45
H 3.86 -0.97 -5.00
H 4.18 0.69 -6.79
H 4.03 3.12 -6.28
H 3.63 3.85 -3.97
H 3.64 4.38 -1.83
H 2.53 3.78 -0.59
H 1.98 3.88 -2.26
H 5.28 2.61 -1.19
H 4.69 0.93 -1.05
H 4.13 2.16 0.10
N 0.25 0.94 -3.89
C -0.25 2.30 -3.68
C -0.43 2.71 -2.20
O -0.71 3.90 -2.01
O -0.31 1.80 -1.32
H 1.26 0.92 -3.75
H 0.13 0.68 -4.86
H -1.25 2.37 -4.12
H 0.36 3.08 -4.15
C -5.88 -1.74 0.82
C -4.70 -1.85 -0.14
C -5.19 -1.60 -1.57
C -4.13 -3.27 -0.09
Sb -2.99 -0.48 0.21
C -3.83 1.49 -0.28
C -5.29 1.71 0.10
C -3.67 1.62 -1.80
C -2.95 2.55 0.39
C -2.87 -0.44 2.42
C -1.54 0.25 2.73
C -3.99 0.28 3.16
C -2.78 -1.88 2.92
H -6.68 -2.43 0.51
H -6.31 -0.74 0.85
H -5.60 -2.02 1.84
H -5.91 -2.39 -1.85
H -4.37 -1.64 -2.29
H -5.70 -0.64 -1.68
H -4.92 -3.99 -0.35
H -3.76 -3.53 0.91
H -3.31 -3.39 -0.80
H -5.97 1.03 -0.41
H -5.57 2.74 -0.18
H -5.45 1.61 1.18
H -4.34 0.96 -2.34
H -2.64 1.41 -2.11
H -3.90 2.65 -2.10
H -3.08 2.56 1.48
H -3.24 3.54 0.01
H -1.89 2.42 0.15
H -1.51 1.29 2.39
H -0.70 -0.26 2.24
H -1.35 0.24 3.81
H -4.04 1.34 2.90
H -3.82 0.22 4.24
H -4.97 -0.16 2.96
H -2.04 -2.46 2.36
H -3.73 -2.40 2.84
H -2.48 -1.88 3.98
C 1.01 -2.50 3.88
C 1.53 -1.16 4.36
N 1.98 -0.34 3.24
C 1.74 0.98 3.09
S 1.67 1.72 1.60
N 1.49 1.69 4.23
C 2.32 1.62 5.43
C 1.49 1.77 6.69
H 0.70 -3.11 4.74
H 1.79 -3.06 3.35
H 0.16 -2.38 3.22
H 2.35 -1.32 5.08
H 0.74 -0.62 4.88
H 2.14 -0.82 2.36
H 1.22 2.64 3.98
H 3.09 2.39 5.39
H 2.85 0.67 5.43
H 0.94 2.71 6.68
H 2.13 1.76 7.58
H 0.76 0.96 6.77
*
```

For the energy relative to the best compared isomer or geometry (same formula, charge and spin), the calculation gives 0.9047 eV. The HOMO-LUMO gap is 5.44 eV. The molar mass is 776.75 g mol⁻¹.

***

One molecule with the formula C8H11Cl3Si2 at a distorted geometry. Source: the OMol25 dataset; level of theory: wB97M-V/def2-TZVPD.

```
! wB97M-V def2-TZVPD RIJCOSX def2/J DEFGRID3
* xyz 0 1
C 2.76 1.09 1.18
Si 2.00 -0.26 0.18
C 2.22 0.18 -1.64
C 0.20 -0.77 0.46
C -0.16 -2.09 0.20
C -1.52 -2.41 0.07
C -2.35 -1.29 0.24
C -1.98 0.00 0.43
Si -3.11 1.47 0.16
Cl -5.19 1.27 0.67
Cl -3.28 1.77 -1.88
Cl -2.30 3.21 0.87
C -0.69 0.29 0.56
H 3.77 1.03 0.74
H 2.33 2.05 0.93
H 2.85 1.16 2.30
H 2.90 -1.43 0.31
H 2.03 1.24 -1.62
H 1.45 -0.16 -2.40
H 3.19 -0.06 -2.10
H 0.63 -2.77 -0.02
H -1.85 -3.43 -0.11
H -3.43 -1.42 0.01
H -0.45 1.35 0.48
*
```

For the energy relative to the best compared isomer or geometry (same formula, charge and spin), the calculation gives 0.3059 eV. The HOMO-LUMO gap is 10.03 eV. Its SMILES is C[SiH](C)c1cccc([Si](Cl)(Cl)Cl)c1. The molar mass is 269.71 g mol⁻¹.